# 1
A 4-piece molecular cluster, C6H18F3N3O6S overall at a distorted geometry, computed with wB97M-V/def2-TZVPD.

Positions of all 37 atoms, in Å:
O: -0.035 0.188 1.249
H: -0.808 -0.082 0.748
H: 0.619 -0.512 1.192
H: 0.360 0.919 0.767
C: -4.275 -0.929 1.998
F: -4.430 -2.302 2.057
F: -5.501 -0.400 1.864
F: -3.596 -0.321 3.040
S: -3.229 -0.450 0.379
O: -2.032 -1.301 0.480
O: -4.087 -0.901 -0.787
O: -3.001 0.979 0.441
C: 2.403 -2.622 1.181
O: 2.018 -1.503 1.013
N: 1.808 -3.655 0.656
N: 3.391 -3.092 1.914
H: 2.260 -4.536 0.856
H: 1.011 -3.490 0.058
H: 3.737 -2.517 2.668
H: 3.732 -4.007 1.657
C: -1.161 2.039 -2.362
C: 0.132 1.212 -2.302
C: 1.335 1.955 -1.601
O: 1.069 2.241 -0.166
C: 2.132 2.920 0.440
N: -0.189 -0.038 -1.587
H: -1.105 2.929 -2.990
H: -1.485 2.313 -1.358
H: -2.023 1.463 -2.697
H: 0.512 1.153 -3.322
H: 1.677 2.850 -2.120
H: 2.252 1.366 -1.571
H: 1.783 3.068 1.462
H: 2.269 3.896 -0.026
H: 3.067 2.360 0.446
H: -1.063 -0.387 -1.954
H: 0.453 -0.806 -1.724

2S+1 = 2
Charge = +1
LUMO level (alpha / beta) = -0.08421 / -0.33471 hartree
Kohn-Sham gap (alpha / beta) = 10.8 / 3.9 eV

---

# 2
C6H18FK3O3 as an isolated structure at a distorted geometry, computed with wB97M-V/def2-TZVPD.

Positions of all 31 atoms, in Å:
K: 4.671 0.400 -5.576
K: 6.785 -2.509 -0.575
K: 4.729 4.023 0.911
F: 2.238 -0.128 -0.925
C: -3.142 5.316 -3.300
C: -2.203 4.148 -3.576
O: -1.209 4.220 -2.595
H: -2.711 6.301 -3.476
H: -3.490 5.294 -2.267
H: -3.931 5.332 -4.052
H: -1.871 4.007 -4.605
H: -2.881 3.308 -3.421
H: -0.798 3.376 -2.397
C: 2.686 -1.414 7.229
C: 2.730 -1.983 5.819
O: 3.589 -1.292 4.995
H: 2.532 -0.335 7.201
H: 3.705 -1.574 7.581
H: 2.011 -1.795 7.995
H: 1.742 -1.759 5.416
H: 2.745 -3.063 5.672
H: 3.087 -1.096 4.201
C: -1.879 -3.738 -2.863
C: -2.983 -3.026 -1.981
O: -2.500 -2.333 -0.856
H: -1.263 -3.041 -3.431
H: -2.355 -4.377 -3.607
H: -1.233 -4.303 -2.192
H: -3.737 -3.783 -1.767
H: -3.435 -2.214 -2.552
H: -1.628 -1.962 -1.006

Charge = +2
LUMO level = -0.25346 hartree
Kohn-Sham gap = 4.8 eV

---

# 3
C6H18FO6Sr2 as an isolated structure at a distorted geometry, computed with wB97M-V/def2-TZVPD.

Positions of all 33 atoms, in Å:
Sr: 2.537 -1.812 0.581
Sr: 2.158 1.736 3.106
F: 1.433 0.425 1.006
C: -0.720 1.557 -2.617
C: -1.066 1.242 -1.132
O: -0.505 2.172 -0.217
O: 0.639 1.338 -2.816
H: -0.974 2.612 -2.720
H: -1.389 0.984 -3.259
H: -0.724 0.219 -0.980
H: -2.130 1.108 -0.934
H: 0.302 1.759 0.099
H: 0.945 1.706 -3.648
C: -1.247 0.981 3.026
C: -0.950 0.843 4.512
O: 0.434 0.702 4.660
O: -0.710 2.215 2.483
H: -2.321 1.016 2.845
H: -0.877 0.111 2.484
H: -1.438 -0.035 4.935
H: -1.371 1.687 5.058
H: 0.543 0.420 5.571
H: -0.853 2.246 1.534
C: 0.740 -3.404 -2.542
C: 1.169 -1.925 -2.759
O: 1.285 -1.192 -1.558
O: -0.514 -3.619 -1.949
H: 1.451 -3.962 -1.933
H: 0.771 -3.940 -3.490
H: 0.497 -1.380 -3.423
H: 2.173 -1.774 -3.154
H: 1.083 -0.276 -1.763
H: -0.371 -3.760 -1.010

2S+1 = 2
Charge = +4
LUMO level (alpha / beta) = -0.52690 / -0.67203 hartree
Kohn-Sham gap (alpha / beta) = 7.1 / 3.1 eV

---

# 4
C6H18IMnO3 as an isolated structure at a distorted geometry, computed with wB97M-V/def2-TZVPD.

Positions of all 29 atoms, in Å:
Mn: 3.435 -1.165 -0.922
I: 1.471 0.042 -0.683
C: -0.815 -4.121 -0.041
C: -0.523 -2.645 0.338
O: -0.134 -1.921 -0.774
H: -1.572 -4.166 -0.824
H: -1.178 -4.662 0.832
H: 0.029 -4.653 -0.479
H: 0.221 -2.601 1.133
H: -1.430 -2.253 0.798
H: 0.251 -1.084 -0.504
C: -2.876 0.749 -1.115
C: -1.861 0.079 -0.222
O: -1.060 1.082 0.403
H: -2.328 1.377 -1.817
H: -3.521 1.311 -0.440
H: -3.478 -0.029 -1.584
H: -1.288 -0.603 -0.851
H: -2.258 -0.593 0.538
H: -0.177 0.925 0.061
C: 1.815 2.429 1.486
C: 2.474 3.315 0.380
O: 1.879 3.021 -0.887
H: 1.987 1.392 1.195
H: 0.762 2.683 1.607
H: 2.423 2.496 2.388
H: 3.548 3.135 0.358
H: 2.467 4.385 0.585
H: 1.739 2.074 -0.962

2S+1 = 6
Charge = +1
LUMO level (alpha / beta) = -0.26467 / -0.27153 hartree
Kohn-Sham gap (alpha / beta) = 5.5 / 5.4 eV

---

# 5
C6H18KO3 as an isolated structure at a distorted geometry, computed with wB97M-V/def2-TZVPD.

Positions of all 28 atoms, in Å:
K: -11.947 1.101 -22.030
C: -13.104 1.214 -25.332
C: -13.566 0.104 -24.340
O: -12.537 -0.075 -23.401
H: -12.277 0.805 -25.912
H: -12.648 2.039 -24.785
H: -13.913 1.606 -25.949
H: -13.830 -0.797 -24.895
H: -14.431 0.533 -23.834
H: -11.861 -0.619 -23.810
C: -13.552 4.570 -23.191
C: -13.521 3.466 -22.133
O: -12.274 2.979 -21.953
H: -14.540 4.641 -23.647
H: -12.879 4.423 -24.035
H: -13.148 5.489 -22.765
H: -14.291 2.708 -22.283
H: -13.787 3.882 -21.162
H: -11.761 3.735 -21.657
C: -9.998 2.543 -24.625
C: -9.139 1.574 -23.711
O: -10.064 0.847 -22.860
H: -10.419 3.331 -24.002
H: -10.841 2.018 -25.074
H: -9.320 3.009 -25.341
H: -8.320 1.993 -23.126
H: -8.666 0.765 -24.268
H: -9.530 0.352 -22.234

Charge = +1
LUMO level = -0.10944 hartree
Kohn-Sham gap = 11.3 eV

---

# 6
C6H18N2P2S as an isolated structure at a distorted geometry, computed with wB97M-V/def2-TZVPD.

Positions of all 29 atoms, in Å:
C: -1.327 1.423 1.850
C: 0.872 -0.054 3.075
C: 2.199 1.588 -0.494
C: 2.241 -1.166 -0.006
C: -2.325 -1.242 -1.074
C: -1.373 -0.013 -3.446
N: -1.065 -1.649 1.562
N: 0.203 -0.194 -1.319
P: -0.438 -0.291 1.762
P: 1.016 0.229 0.002
S: -1.308 0.171 -1.585
H: -0.728 2.361 1.578
H: -1.609 1.455 2.949
H: -2.311 1.252 1.277
H: 1.502 0.920 3.006
H: 1.420 -1.005 2.872
H: 0.317 -0.061 4.076
H: 2.476 1.702 -1.536
H: 2.980 1.716 0.324
H: 1.566 2.539 -0.500
H: 1.636 -2.006 0.305
H: 3.083 -1.192 0.673
H: 2.475 -1.567 -0.998
H: -2.175 -1.324 -0.029
H: -3.244 -1.134 -1.572
H: -1.960 -2.257 -1.547
H: -2.332 -0.310 -3.733
H: -1.066 0.920 -3.838
H: -0.725 -0.810 -3.633

LUMO level = 0.01697 hartree
Kohn-Sham gap = 8.0 eV

---

# 7
A 2-piece molecular cluster, C6H18N3 overall at a distorted geometry, computed with wB97M-V/def2-TZVPD.

Positions of all 27 atoms, in Å:
C: 2.251 0.686 1.110
C: 2.553 0.410 -1.360
C: 2.036 -1.464 0.090
C: -3.657 0.172 -0.688
C: 1.709 0.009 -0.108
C: 0.197 0.239 -0.200
N: -0.318 0.399 -1.409
N: -0.594 0.065 0.965
N: -3.289 -0.453 0.595
H: 2.290 -0.022 1.871
H: 3.242 1.019 1.014
H: 1.691 1.554 1.338
H: 2.351 -0.365 -2.167
H: 2.348 1.481 -1.842
H: 3.594 0.413 -0.969
H: 1.397 -2.125 -0.513
H: 2.106 -1.863 1.142
H: 3.022 -1.793 -0.346
H: -4.049 -0.424 -1.407
H: -4.408 0.849 -0.420
H: -2.776 0.721 -1.063
H: 0.351 0.386 -2.158
H: -1.308 0.274 -1.737
H: -1.638 -0.072 0.787
H: -0.130 -0.052 1.902
H: -3.001 -1.422 0.635
H: -4.143 -0.435 1.189

Charge = +1
LUMO level = -0.11302 hartree
Kohn-Sham gap = 10.9 eV

---

# 8
A 2-piece molecular cluster, C6H18N3 overall at a distorted geometry, computed with wB97M-V/def2-TZVPD.

Positions of all 27 atoms, in Å:
C: 1.569 2.805 0.607
C: 1.375 2.277 2.009
C: 0.365 1.153 -0.824
N: 0.419 2.332 -0.221
N: 1.202 0.194 -0.443
N: -0.650 0.903 -1.694
H: 1.583 3.894 0.534
H: 2.421 2.469 0.015
H: 1.300 3.105 2.732
H: 2.211 1.701 2.375
H: -0.326 3.015 -0.217
H: 1.875 0.291 0.301
H: 1.237 -0.696 -0.922
H: -0.851 1.616 -2.378
H: -0.682 -0.086 -1.898
H: 0.480 1.775 2.331
C: -1.308 -2.434 0.081
C: -0.573 -3.446 -0.881
C: -2.258 -3.132 1.122
H: -0.464 -1.908 0.557
H: -2.076 -1.849 -0.423
H: -1.059 -3.361 -1.833
H: -3.231 -3.239 0.631
H: -1.949 -4.121 1.412
H: -0.559 -4.457 -0.391
H: 0.500 -3.248 -0.870
H: -2.411 -2.482 1.971

Charge = +1
LUMO level = -0.10512 hartree
Kohn-Sham gap = 11.3 eV

---

# 9
An isolated molecule of C6H18N3OP at a distorted geometry, computed with wB97M-V/def2-TZVPD.

Positions of all 29 atoms, in Å:
C: 1.674 -2.087 -0.484
N: 0.798 -1.051 0.155
C: 0.725 -1.072 1.602
P: -0.135 0.151 -0.563
C: -0.733 -0.849 -1.995
N: -1.450 0.529 0.504
C: -2.650 -0.303 0.244
C: -1.694 1.965 0.592
O: 0.697 1.289 -1.299
N: 1.022 1.710 0.159
C: 2.449 1.858 0.388
H: 1.936 -1.824 -1.390
H: 2.563 -2.029 0.209
H: 0.991 -2.932 -0.400
H: 0.257 -0.158 1.839
H: 0.334 -2.100 1.910
H: 1.831 -1.316 1.848
H: -0.976 -1.908 -1.794
H: 0.239 -0.944 -2.579
H: -1.661 -0.474 -2.453
H: -2.459 -1.335 -0.016
H: -3.398 -0.107 1.178
H: -3.244 0.194 -0.649
H: -2.332 2.212 1.438
H: -0.760 2.463 0.584
H: -2.332 2.336 -0.302
H: 2.984 0.957 0.008
H: 2.590 2.860 -0.197
H: 2.737 1.962 1.459

SMILES = CN(C)P1(C)(N(C)C)ON1C
LUMO level = 0.02688 hartree
Kohn-Sham gap = 7.8 eV

---

# 10
A 2-piece molecular cluster, C6H18NO overall at a distorted geometry, computed with wB97M-V/def2-TZVPD.

Positions of all 26 atoms, in Å:
O: 1.290 -1.004 0.379
C: 1.325 -2.219 1.101
C: 2.587 -0.650 -0.058
H: 0.294 -2.450 1.419
H: 1.959 -2.139 2.000
H: 1.697 -3.051 0.481
H: 3.276 -0.503 0.791
H: 3.013 -1.415 -0.729
H: 2.506 0.300 -0.614
C: -0.404 0.251 -1.516
C: -0.046 1.490 0.549
C: -2.150 1.713 -0.655
C: -1.622 -0.364 0.500
N: -1.056 0.772 -0.280
H: 0.021 1.082 -2.104
H: -1.140 -0.283 -2.141
H: 0.409 -0.447 -1.255
H: 0.383 2.334 -0.016
H: -0.514 1.882 1.468
H: 0.771 0.806 0.834
H: -2.906 1.196 -1.270
H: -2.642 2.107 0.250
H: -1.745 2.560 -1.233
H: -2.372 -0.905 -0.102
H: -0.824 -1.070 0.784
H: -2.109 0.006 1.418

Charge = +1
LUMO level = -0.09292 hartree
Kohn-Sham gap = 11.4 eV

---

# 11
An isolated ion of composition C6H18NSSi and charge +1 at a distorted geometry, computed with wB97M-V/def2-TZVPD.

Positions of all 27 atoms, in Å:
C: 3.261 -0.860 -0.625
C: 1.863 -0.564 -0.781
C: 1.367 0.414 0.290
Si: -0.555 0.782 0.177
C: -1.355 1.292 1.926
C: -0.700 2.011 -1.241
C: -1.471 -0.923 -0.233
N: -1.397 -1.892 0.927
S: -3.439 -0.519 -0.768
H: 3.368 -1.498 0.265
H: 3.619 -1.460 -1.541
H: 3.826 0.027 -0.578
H: 1.552 -0.044 -1.664
H: 1.434 -1.615 -0.863
H: 1.900 1.377 0.302
H: 1.525 -0.048 1.296
H: -0.655 1.915 2.371
H: -2.273 1.756 1.626
H: -1.348 0.529 2.712
H: -0.816 1.555 -2.256
H: -1.599 2.503 -0.901
H: 0.066 2.814 -1.260
H: -0.942 -1.533 -1.078
H: -0.943 -2.750 0.754
H: -0.980 -1.379 1.693
H: -2.381 -2.104 1.201
H: -2.927 0.213 -1.751

Charge = +1
SMILES = CCC[Si](C)(C)[C@@H]([NH3+])S
LUMO level = -0.13628 hartree
Kohn-Sham gap = 9.6 eV

---

# 12
C6H18NSSi as an isolated structure at a distorted geometry, computed with wB97M-V/def2-TZVPD.

Positions of all 27 atoms, in Å:
C: -0.243 -1.623 0.260
C: 2.006 0.797 3.188
C: -1.072 -1.145 -3.679
C: 0.875 -0.613 0.218
C: 0.637 0.677 2.470
C: -0.618 1.380 0.447
N: 0.581 0.712 0.948
Si: -1.814 0.537 -2.880
S: -0.226 1.674 -1.880
H: -1.130 -1.374 -0.337
H: 0.129 -2.458 -0.311
H: -0.631 -1.940 1.172
H: 2.682 1.508 2.711
H: 1.839 1.224 4.183
H: 2.449 -0.153 3.208
H: -1.720 -1.475 -4.518
H: -0.118 -1.172 -4.039
H: -1.026 -1.862 -2.772
H: 0.910 -0.213 -0.792
H: 1.708 -1.147 0.569
H: -0.080 1.386 2.932
H: 0.267 -0.279 2.574
H: -1.459 0.579 0.281
H: -0.836 2.290 0.958
H: 1.480 1.206 0.688
H: -2.488 0.187 -1.577
H: -2.101 1.294 -4.023

Charge = +1
LUMO level = -0.16061 hartree
Kohn-Sham gap = 8.3 eV

---

# 13
C6H18NSi2 as an isolated structure at a distorted geometry, computed with wB97M-V/def2-TZVPD.

Positions of all 27 atoms, in Å:
C: -0.008 -0.992 -1.445
C: -0.115 0.588 -0.187
C: 0.825 -2.131 -0.859
C: -1.350 1.447 -0.285
C: 0.073 -0.966 2.320
C: 0.985 2.262 2.402
N: 0.671 0.432 -1.511
Si: -1.364 -1.268 -2.835
Si: 0.871 0.564 1.450
H: 0.310 -2.396 0.056
H: 1.809 -1.831 -0.337
H: 1.070 -2.902 -1.498
H: -1.813 1.070 0.640
H: -2.263 1.304 -0.938
H: -1.293 2.578 -0.354
H: -0.492 -0.728 3.210
H: -0.537 -1.526 1.535
H: 0.974 -1.483 2.755
H: 1.414 3.085 1.741
H: -0.051 2.601 2.696
H: 1.787 2.048 3.216
H: 1.708 0.409 -1.405
H: 0.457 1.146 -2.232
H: -2.787 -1.216 -2.172
H: -1.308 -2.657 -3.342
H: -1.269 -0.318 -3.822
H: 2.172 0.033 0.763

Charge = +1
LUMO level = -0.13771 hartree
Kohn-Sham gap = 9.4 eV

---

# 14
C6H18O14S2Y as an isolated structure at a distorted geometry, computed with wB97M-V/def2-TZVPD.

Positions of all 41 atoms, in Å:
Y: -16.578 -10.790 -3.893
S: -15.456 -12.085 -1.439
O: -16.766 -12.186 -2.088
O: -15.527 -11.455 -0.149
O: -14.818 -13.409 -1.369
O: -14.838 -11.222 -2.513
S: -18.738 -9.047 -1.567
O: -18.423 -9.462 -0.199
O: -17.609 -9.526 -2.417
O: -19.963 -9.695 -2.107
O: -18.856 -7.584 -1.698
C: -19.004 -11.541 -6.203
C: -19.748 -10.936 -5.028
O: -19.024 -11.279 -3.870
O: -17.617 -11.216 -6.124
H: -19.501 -11.322 -7.149
H: -19.114 -12.623 -6.045
H: -20.763 -11.343 -5.051
H: -19.809 -9.846 -5.109
H: -19.545 -10.961 -3.062
H: -17.170 -11.380 -6.956
C: -16.466 -7.686 -5.236
C: -15.372 -7.673 -4.168
O: -14.959 -8.997 -3.875
O: -17.459 -8.663 -4.905
H: -15.975 -7.914 -6.185
H: -16.904 -6.691 -5.289
H: -15.690 -7.198 -3.233
H: -14.479 -7.112 -4.481
H: -14.247 -9.017 -3.223
H: -18.197 -8.182 -4.498
C: -15.490 -13.507 -5.586
C: -14.324 -12.566 -5.551
O: -14.891 -11.234 -5.586
O: -16.406 -13.213 -4.544
H: -15.115 -14.533 -5.485
H: -15.994 -13.505 -6.562
H: -13.524 -12.694 -6.286
H: -13.725 -12.571 -4.631
H: -14.237 -10.631 -5.950
H: -16.945 -13.982 -4.348

Charge = -1
LUMO level = 0.04687 hartree
Kohn-Sham gap = 5.4 eV

---

# 15
A 3-piece molecular cluster, C6H18O2 overall at a distorted geometry, computed with wB97M-V/def2-TZVPD.

Positions of all 26 atoms, in Å:
C: 0.767 0.549 -2.094
C: 0.175 -0.775 -1.578
C: 0.360 -0.925 -0.023
C: -0.422 -2.238 0.322
C: 1.750 -0.848 0.538
C: 2.370 0.577 0.811
H: 0.399 1.410 -1.544
H: 1.796 0.549 -1.696
H: 0.771 0.549 -3.175
H: 0.728 -1.618 -2.014
H: -0.928 -0.800 -1.662
H: -0.287 -0.091 0.289
H: 0.273 -3.022 0.662
H: -0.921 -2.571 -0.591
H: -1.238 -2.156 1.067
H: 1.836 -1.384 1.473
H: 2.512 -1.241 -0.188
H: 1.712 1.165 1.444
H: 3.051 0.337 1.650
H: 2.924 0.962 -0.041
O: -3.287 0.548 1.226
H: -3.010 1.459 1.308
H: -3.115 -0.005 0.463
O: -1.124 2.342 0.475
H: -0.534 2.382 -0.262
H: -0.661 2.652 1.275

SMILES = CCC(C)CC.O.O
LUMO level = 0.02429 hartree
Kohn-Sham gap = 11.1 eV

---

# 16
A 3-piece molecular cluster, C6H18O3 overall at a distorted geometry, computed with wB97M-V/def2-TZVPD.

Positions of all 27 atoms, in Å:
C: -24.584 9.154 -12.659
C: -23.128 8.870 -12.904
O: -22.353 9.772 -12.086
H: -24.995 8.908 -11.679
H: -25.188 8.681 -13.433
H: -24.812 10.205 -12.834
H: -22.924 9.114 -13.946
H: -22.840 7.848 -12.658
H: -22.517 9.612 -11.153
C: -25.690 2.733 -24.721
C: -24.530 1.885 -25.274
O: -23.878 1.261 -24.183
H: -25.344 3.507 -24.036
H: -26.426 2.196 -24.122
H: -26.146 3.318 -25.519
H: -23.805 2.435 -25.874
H: -24.868 1.212 -26.061
H: -23.521 0.459 -24.573
C: -23.206 4.631 -18.959
C: -23.204 5.190 -17.515
O: -21.923 4.873 -16.981
H: -22.651 3.695 -19.017
H: -22.746 5.391 -19.591
H: -24.230 4.397 -19.252
H: -24.053 4.922 -16.885
H: -23.292 6.265 -17.671
H: -21.964 4.911 -16.023

SMILES = CCO.CCO.CCO
LUMO level = 0.02443 hartree
Kohn-Sham gap = 10.8 eV

---

# 17
A 2-piece molecular cluster, C6H18OSi2 overall at a distorted geometry, computed with wB97M-V/def2-TZVPD.

Positions of all 27 atoms, in Å:
C: -1.469 -1.861 0.677
C: 0.453 -2.713 -0.741
C: -0.186 2.640 -1.593
C: -1.152 2.319 0.880
C: -0.679 -1.601 -0.564
C: -0.852 1.603 -0.449
O: 1.069 0.075 0.887
Si: 2.376 -0.443 1.684
Si: 0.226 0.099 -0.461
H: -0.969 -1.591 1.551
H: -2.350 -1.286 0.655
H: -1.736 -2.863 0.698
H: 1.311 -2.601 -0.186
H: 0.645 -2.710 -1.826
H: -0.040 -3.699 -0.405
H: 0.828 2.947 -1.384
H: -0.126 1.927 -2.495
H: -0.828 3.528 -1.821
H: -0.261 2.311 1.556
H: -1.917 1.781 1.520
H: -1.498 3.354 0.672
H: -1.328 -1.618 -1.566
H: -1.839 1.437 -0.756
H: 2.222 -0.030 3.163
H: 2.867 -1.699 1.104
H: 3.624 0.292 1.363
H: 1.610 0.403 -2.161

LUMO level = 0.03122 hartree
Kohn-Sham gap = 9.9 eV